C4H11NOS | ωB97M-V with the def2-TZVPD basis set

Values from the calculation:
total energy	-687.093151	Ha
SMILES	C=C(C)C.NSO
net charge	0
largest force on an atom	5.9	eV/Å
Kohn-Sham gap	0.348	hartree
HOMO level	-8.7	eV

Atoms and positions in Å:
C -0.352 -0.429 -1.346
C 0.872 -0.412 -0.731
C 1.482 0.770 -0.033
C 1.789 -1.620 -0.817
H -1.072 0.357 -1.406
H -0.781 -1.360 -1.764
H 1.107 1.726 -0.420
H 2.542 0.663 -0.368
H 1.169 0.723 1.057
H 1.845 -1.980 0.221
H 1.427 -2.225 -1.689
H 2.783 -1.161 -0.946
N -1.653 -0.046 1.557
S -1.787 1.474 0.761
O -3.367 1.843 1.219
H -1.822 -0.841 0.915
H -0.833 -0.041 1.979
H -3.349 2.558 1.811

Atomic partial charges in e from the Löwdin method, atoms 1 to 8: atom 1 (C): -0.025, atom 2 (C): -0.450, atom 3 (C): -0.092, atom 4 (C): -0.075, atom 5 (H): -0.012, atom 6 (H): 0.065, atom 7 (H): 0.072, atom 8 (H): 0.081


C4H11NOS | ωB97M-V with the def2-TZVPD basis set

Values from the calculation:
total energy	-687.119931	Ha
SMILES	OCNCCCS
net charge	0
largest force on an atom	3.9	eV/Å
Kohn-Sham gap	0.356	hartree
HOMO level	-8.8	eV

Atoms and positions in Å:
O -1.575 -1.957 0.182
C -1.991 -0.689 0.883
N -1.356 0.501 0.279
C -0.357 1.137 1.219
C 1.053 1.291 0.697
C 1.804 0.082 0.055
S 1.332 -0.004 -1.704
H -2.392 -2.423 0.073
H -1.895 -0.717 1.990
H -3.044 -0.612 0.734
H -1.037 0.027 -0.545
H -0.380 0.523 2.195
H -0.766 2.172 1.533
H 1.162 2.183 0.103
H 1.687 1.443 1.602
H 2.848 0.072 -0.065
H 1.395 -0.820 0.584
H 0.138 -0.571 -1.479

Atomic partial charges in e from the Löwdin method, atoms 1 to 8: atom 1 (O): -0.079, atom 2 (C): -0.240, atom 3 (N): -0.041, atom 4 (C): -0.223, atom 5 (C): -0.292, atom 6 (C): -0.513, atom 7 (S): 0.712, atom 8 (H): 0.055


C4H11NOS | ωB97M-V with the def2-TZVPD basis set

Values from the calculation:
total energy	-687.150354	Ha
SMILES	OCNCCCS
net charge	0
largest force on an atom	1.4	eV/Å
Kohn-Sham gap	0.368	hartree
HOMO level	-9.1	eV

Atoms and positions in Å:
O 1.933 -2.495 -1.467
C 1.514 -1.138 -1.418
N 1.630 -0.680 -0.036
C 0.820 0.552 0.133
C 0.019 0.646 1.445
C -1.267 1.482 1.369
S -2.411 0.953 0.090
H 1.694 -2.819 -0.599
H 0.465 -1.115 -1.770
H 2.070 -0.502 -2.107
H 2.613 -0.488 0.120
H 0.031 0.595 -0.629
H 1.295 1.486 -0.203
H -0.233 -0.347 1.816
H 0.617 1.073 2.265
H -1.717 1.505 2.376
H -0.969 2.532 1.200
H -2.002 -0.307 -0.155

Atomic partial charges in e from the Löwdin method, atoms 1 to 8: atom 1 (O): -0.058, atom 2 (C): -0.311, atom 3 (N): -0.041, atom 4 (C): -0.258, atom 5 (C): -0.268, atom 6 (C): -0.591, atom 7 (S): 0.700, atom 8 (H): 0.072


C4H11NOS | ωB97M-V with the def2-TZVPD basis set

Values from the calculation:
total energy	-687.074384	Ha
net charge	0
largest force on an atom	3.4	eV/Å
Kohn-Sham gap	0.346	hartree
HOMO level	-8.6	eV

Atoms and positions in Å:
C 0.343 1.904 0.234
C -2.644 -1.357 -0.341
C -1.037 -1.811 -1.881
C 1.443 -0.525 1.229
N -1.423 -1.470 -0.597
O 0.345 1.208 2.803
S 1.246 1.199 1.695
H -0.398 1.212 -0.157
H 1.031 2.179 -0.643
H -2.957 -0.841 0.568
H 0.012 2.940 0.391
H -3.424 -1.740 -1.066
H -1.773 -2.606 -2.216
H -1.128 -0.864 -2.451
H 0.039 -2.109 -1.769
H 0.540 -1.150 1.071
H 2.137 -0.687 0.423
H 1.915 -1.169 1.984

Atomic partial charges in e from the Löwdin method, atoms 1 to 8: atom 1 (C): -0.254, atom 2 (C): -0.069, atom 3 (C): -0.171, atom 4 (C): -0.293, atom 5 (N): -0.144, atom 6 (O): -0.539, atom 7 (S): 0.773, atom 8 (H): 0.019


C4H11NP | ωB97M-V with the def2-TZVPD basis set

Values from the calculation:
total energy	-554.771178	Ha
SMILES	[NH3+][C@@H]1CC[C@H]1P
net charge	+1
largest force on an atom	4.4	eV/Å
Kohn-Sham gap	0.357	hartree
HOMO level	-13.4	eV

Atoms and positions in Å:
N 0.111 2.006 -0.600
C -0.638 0.696 -0.189
C -0.246 0.253 1.254
C 0.709 -0.854 0.784
C 0.247 -0.722 -0.692
P -1.105 -1.928 -1.341
H 0.358 2.602 0.218
H -0.391 2.623 -1.288
H 0.900 1.672 -1.038
H -1.731 0.868 -0.354
H -1.241 -0.112 1.641
H 0.358 1.034 1.717
H 1.704 -0.572 0.939
H 0.667 -1.911 1.216
H 0.824 -0.367 -1.537
H -0.120 -2.962 -1.348
H -0.946 -1.792 -2.744

Atomic partial charges in e from the Löwdin method, atoms 1 to 8: atom 1 (N): 0.210, atom 2 (C): -0.231, atom 3 (C): -0.141, atom 4 (C): -0.192, atom 5 (C): -0.454, atom 6 (P): 0.836, atom 7 (H): 0.177, atom 8 (H): 0.193


C4H11NP | ωB97M-V with the def2-TZVPD basis set

Values from the calculation:
total energy	-554.777140	Ha
SMILES	[H]/P=C(/C)[C@@H](C)[NH3+]
net charge	+1
largest force on an atom	5.6	eV/Å
Kohn-Sham gap	0.353	hartree
HOMO level	-13.5	eV

Atoms and positions in Å:
H -2.398 1.398 0.692
P -2.658 0.204 0.230
C -1.057 -0.208 0.030
C -0.573 -1.532 -0.648
C 0.117 0.674 0.440
C 1.064 -0.257 1.214
N 0.704 1.112 -0.882
H 0.377 -1.343 -1.135
H -1.332 -1.822 -1.438
H -0.775 -2.382 0.055
H -0.054 1.509 0.954
H 0.984 -1.303 0.922
H 2.093 0.125 1.137
H 0.952 -0.115 2.343
H 0.608 0.504 -1.699
H 1.668 1.391 -0.944
H 0.281 2.047 -1.273

Atomic partial charges in e from the Löwdin method, atoms 1 to 8: atom 1 (H): -0.179, atom 2 (P): 0.980, atom 3 (C): -0.660, atom 4 (C): -0.135, atom 5 (C): -0.356, atom 6 (C): -0.032, atom 7 (N): 0.198, atom 8 (H): 0.063